80
Properties=species:S:1:pos:R:3:forces:R:3 method="wB97M-V/def2-TZVPD" mol_weight_g_mol=752.8 multiplicity=1 e_above_lowest_ev=0.000 gap_ev=7.95 total_energy_ha=-2078.08254 total_charge=+1
Pt 1.527994 0.307587 0.077767 -0.331 -0.364 0.015
O 4.189205 -0.754710 -0.182755 -0.294 -0.119 0.013
C 3.525858 0.250965 -0.050498 0.632 0.433 0.008
C 4.289270 1.565737 0.062870 -0.186 -0.177 0.017
C 5.665298 1.605589 0.245131 0.024 0.010 0.045
C 6.290580 2.832438 0.404289 -0.001 -0.052 -0.005
C 5.553768 4.013009 0.374148 -0.024 0.067 0.008
C 4.182654 3.979949 0.168334 0.060 -0.043 -0.033
C 3.563809 2.746068 0.004562 -0.030 0.107 -0.037
P 1.832991 2.467292 -0.372331 0.217 -0.053 -0.172
C 0.901064 3.740425 0.501679 -0.075 0.035 0.062
C 0.813243 3.647861 1.892622 -0.010 -0.053 -0.003
C 0.137088 4.617394 2.612294 -0.003 -0.009 -0.015
C -0.459166 5.682626 1.947331 -0.010 0.016 0.026
C -0.375952 5.778745 0.567253 -0.018 0.011 -0.022
C 0.303846 4.810237 -0.160367 -0.018 -0.036 0.017
C 1.610048 2.797514 -2.141904 -0.035 0.104 0.065
C 0.454640 2.327837 -2.766210 -0.022 -0.038 -0.004
C 0.236850 2.575000 -4.111071 0.008 0.011 -0.013
C 1.177834 3.284956 -4.846320 0.003 -0.005 0.002
C 2.332254 3.746944 -4.233417 0.001 -0.001 0.010
C 2.548819 3.507975 -2.882741 0.021 0.026 -0.011
H 6.220806 0.678154 0.281387 0.000 0.002 -0.004
H 7.359542 2.874122 0.567104 -0.002 0.002 -0.008
H 6.053400 4.963126 0.511364 0.001 -0.008 0.003
H 3.607081 4.897506 0.137128 -0.003 -0.001 0.003
H 1.270912 2.810928 2.409289 0.013 0.001 -0.020
H 0.070407 4.542120 3.689418 0.006 0.006 -0.001
H -0.990786 6.438781 2.510001 0.003 0.000 -0.005
H -0.841534 6.608401 0.051950 0.008 0.002 0.000
H 0.360832 4.886131 -1.238841 0.017 0.002 -0.002
H -0.274196 1.754246 -2.204981 0.020 -0.002 -0.006
H -0.660612 2.205654 -4.589479 0.002 0.000 0.002
H 1.013640 3.469547 -5.899658 -0.002 0.004 0.003
H 3.070564 4.292495 -4.806017 -0.005 -0.002 0.004
H 3.455615 3.869738 -2.415109 -0.005 -0.017 0.002
C -5.363667 -0.031420 -1.303173 -0.025 0.002 -0.006
C -4.889763 -0.500885 0.080725 0.043 0.026 0.007
C -5.276088 -1.967408 0.268261 -0.007 -0.013 -0.008
C -5.577206 0.334374 1.170371 -0.014 0.004 0.020
C -3.383935 -0.288570 0.163056 -0.056 -0.081 -0.011
C -2.848772 0.997693 0.123063 0.055 0.075 -0.023
C -1.484158 1.178552 0.157271 -0.066 -0.120 0.027
N -0.623647 0.156297 0.238662 0.021 0.142 -0.032
C -1.115290 -1.087638 0.314311 0.139 -0.104 0.031
C -2.478104 -1.338047 0.264242 -0.035 0.112 0.032
C -0.102083 -2.166146 0.465912 -0.080 0.122 -0.005
C -0.459280 -3.481293 0.698079 0.098 -0.067 -0.006
C 0.515499 -4.465796 0.845380 -0.125 0.015 0.012
C 1.835284 -4.045247 0.742258 0.122 0.034 -0.001
C 2.134127 -2.716102 0.518897 -0.104 0.021 -0.002
N 1.185811 -1.782990 0.387420 0.001 0.011 0.018
C 0.179545 -5.925503 1.116720 0.028 0.017 -0.011
C 0.776070 -6.317184 2.476806 0.012 -0.012 0.015
C -1.327511 -6.175250 1.148441 -0.017 -0.013 0.003
C 0.800971 -6.793958 0.013243 -0.003 -0.012 -0.010
H -6.447816 -0.131466 -1.372901 0.006 -0.006 -0.004
H -4.914668 -0.630569 -2.097322 0.007 0.002 0.006
H -5.111545 1.014771 -1.481586 -0.008 -0.001 0.009
H -6.361742 -2.058672 0.236166 0.003 -0.001 -0.006
H -4.941832 -2.356657 1.232368 -0.007 0.013 0.005
H -4.873881 -2.601019 -0.524813 0.007 0.006 0.000
H -6.652091 0.152002 1.144806 0.003 0.001 -0.005
H -5.423971 1.404012 1.025989 0.014 -0.004 0.000
H -5.211641 0.068065 2.163635 -0.003 -0.011 -0.006
H -3.483578 1.869960 0.055164 -0.009 -0.009 0.001
H -1.053930 2.169665 0.125781 -0.020 0.019 0.007
H -2.836435 -2.353443 0.303325 0.011 0.000 0.000
H -1.501819 -3.742701 0.774702 0.008 -0.004 -0.004
H 2.656677 -4.741203 0.839414 -0.012 -0.012 0.003
H 3.147254 -2.355194 0.418367 0.043 -0.038 0.006
H 0.349098 -5.717245 3.282393 -0.002 0.005 -0.008
H 1.858789 -6.189454 2.495422 -0.003 -0.003 -0.005
H 0.560302 -7.366403 2.683261 -0.003 0.006 -0.003
H -1.816180 -5.624832 1.955306 0.008 0.005 -0.003
H -1.510388 -7.235871 1.321448 -0.001 0.006 0.004
H -1.805049 -5.911365 0.202309 0.009 -0.006 -0.004
H 1.885205 -6.689631 -0.026965 0.000 0.002 0.007
H 0.398125 -6.535202 -0.967519 -0.004 0.008 0.007
H 0.575627 -7.843453 0.207103 0.003 0.003 -0.006

---

11
Properties=species:S:1:pos:R:3:forces:R:3 method="wB97M-V/def2-TZVPD" mol_weight_g_mol=87.1 multiplicity=1 smiles="[H]/N=C/N(N)C=O" e_above_lowest_ev=1.721 gap_ev=10.82 total_energy_ha=-318.68723 total_charge=0
H 1.149958 2.036001 -1.723655 0.016 0.229 0.036
N 0.495007 1.713958 -1.020083 0.125 0.241 -0.247
C 0.731786 0.499400 -0.788458 0.042 -0.638 -0.110
N -0.060249 -0.235843 0.101870 0.573 0.188 -0.578
N 0.282532 -1.578977 0.330213 -0.347 -0.118 0.248
C -1.095262 0.352737 0.783522 -0.284 -0.113 0.198
O -1.683451 -0.259978 1.643421 -0.286 0.266 0.048
H 1.535226 -0.092664 -1.254050 -0.368 0.015 0.293
H 0.516555 -1.663048 1.325046 -0.210 -0.132 -0.405
H -0.559727 -2.155753 0.161451 0.644 0.479 0.245
H -1.312375 1.384168 0.440724 0.095 -0.417 0.272

---

26
Properties=species:S:1:pos:R:3:forces:R:3 method="wB97M-V/def2-TZVPD" mol_weight_g_mol=233.7 multiplicity=1 e_above_lowest_ev=0.832 gap_ev=6.93 total_energy_ha=-1413.65548 total_charge=0
C -2.036716 -0.964869 2.842180 0.761 -1.833 -0.204
C -2.717021 -1.149508 1.653804 0.527 0.585 1.202
C -0.669779 -0.626937 2.730752 -2.586 1.730 1.922
C -2.172566 -0.822520 0.444198 -0.383 0.075 -1.098
C -0.174805 -0.216447 1.539055 0.411 0.443 -0.487
C -0.914719 -0.255286 0.373626 1.141 -0.871 -0.151
C 1.256137 1.173347 -2.423276 1.097 3.369 3.951
C 2.030022 -0.118588 -0.514774 1.272 3.071 -3.260
C -0.386073 0.340822 -0.851413 0.203 -0.829 0.557
N 0.855143 0.440669 -1.210483 -1.012 -1.911 -0.649
O 1.239830 2.390762 0.851717 1.057 -0.184 0.265
O 0.226369 3.318594 -1.172505 -0.132 0.365 1.227
S 0.036573 2.917212 0.239371 -1.213 0.900 -0.760
Cl -0.258675 4.801129 1.482372 0.072 -0.189 -0.387
H -2.538537 -1.298089 3.792579 0.726 0.973 -0.914
H -3.732933 -1.298579 1.782116 -1.950 -0.947 -0.432
H -0.395491 -0.023406 3.581719 1.429 -0.870 0.691
H -2.756115 -1.019790 -0.443695 -0.125 0.371 -0.195
H 0.706621 0.367368 1.538387 0.830 0.334 0.124
H 0.398073 1.671952 -2.777945 -0.698 0.361 -0.924
H 1.888468 2.045700 -1.877102 -1.356 -1.524 -1.605
H 1.936422 0.746841 -3.093213 0.437 -1.511 -0.881
H 1.976057 -0.915742 0.124200 -0.878 -2.293 1.000
H 2.721646 -0.202295 -1.408301 -0.313 -0.684 1.595
H 2.380850 0.721026 0.055767 0.491 0.466 0.418
H -1.198357 0.671860 -1.461592 0.189 0.601 -1.005

---

14
Properties=species:S:1:pos:R:3:forces:R:3 method="wB97M-V/def2-TZVPD" mol_weight_g_mol=97.1 multiplicity=1 smiles=OCC#C[C@H]1CN1 e_above_lowest_ev=3.394 gap_ev=10.15 total_energy_ha=-324.59974 total_charge=0
O 2.465672 -1.457652 0.643595 0.027 0.016 0.256
C 2.470938 -0.390183 -0.286106 0.005 0.234 -0.298
C 1.161381 0.278033 -0.314866 -0.459 0.150 0.139
C 0.046210 0.714204 -0.161806 0.465 -0.253 -0.026
C -1.341080 1.027285 0.105896 0.117 0.161 -0.050
C -2.371182 0.151198 -0.515125 -0.140 -0.004 -0.281
N -2.078656 0.038266 0.905048 0.029 -0.166 0.178
H 2.097649 -1.113612 1.467945 0.092 -0.128 -0.095
H 3.258659 0.343131 -0.058122 -0.129 -0.122 -0.032
H 2.702325 -0.833350 -1.259660 -0.039 0.092 0.134
H -1.580652 2.061173 0.341260 0.045 -0.174 -0.080
H -2.008027 -0.615389 -1.196563 -0.062 0.108 0.155
H -3.351481 0.557203 -0.748672 0.158 -0.011 0.026
H -1.471750 -0.760306 1.077182 -0.109 0.097 -0.026